(1)
This record from the Open Molecules 2025 dataset describes a 13-piece molecular cluster, C63H148N4O13 overall at a distorted geometry. The level of theory is ωB97M-V with the def2-TZVPD basis set.

```
228
Properties=species:S:1:pos:R:3:forces:R:3
C 12.0261 0.5278 28.5592 0.4 -1.6 1.0
C 11.6105 1.4421 27.4657 1.3 2.1 -0.9
C 10.5163 0.9108 26.5599 0.0 -0.6 0.1
C 9.1077 0.9233 27.1432 0.5 0.4 0.4
C 8.7940 2.3528 27.5356 0.6 0.8 0.3
C 9.8143 2.9184 28.6344 -0.3 -1.5 -2.6
N 11.1915 2.7006 28.0776 -3.6 0.4 -1.9
O 12.0973 3.3867 28.8266 1.7 0.3 0.5
C 9.5432 4.4079 28.7745 -0.3 -0.1 -0.2
C 9.5760 2.1454 29.8865 -0.3 0.8 2.6
C 12.8222 1.7952 26.5109 0.0 0.7 0.3
H 12.0468 -0.5355 28.3203 -0.3 -0.2 -0.4
H 11.3117 0.6506 29.3732 0.4 -0.2 0.1
H 13.0446 0.6771 28.9175 -0.1 0.6 0.1
H 10.5427 1.4537 25.6150 -0.1 0.0 0.0
H 10.9008 -0.0994 26.4198 -0.5 -0.3 -0.6
H 9.1198 0.2936 28.0328 -0.4 -0.2 -0.1
H 8.3522 0.5707 26.4411 0.2 -0.3 0.0
H 7.7516 2.5119 27.8115 0.0 -0.3 0.7
H 8.8467 2.9779 26.6443 0.5 0.1 -0.2
H 9.4546 4.8580 27.7857 0.4 0.0 -0.1
H 8.5382 4.5226 29.1807 0.1 0.1 0.5
H 10.3043 4.9341 29.3506 -0.3 -0.1 0.1
H 9.3909 1.0714 29.8739 0.1 0.2 -0.4
H 10.3413 2.3588 30.6328 0.7 -0.3 -0.2
H 8.7622 2.6042 30.4481 -0.7 -0.1 -0.3
H 12.6406 2.5020 25.7013 -1.2 -0.3 -0.3
H 13.3057 0.9445 26.0306 0.1 -0.2 0.4
H 13.5345 2.4535 27.0084 0.5 -0.8 0.7
H 12.3977 3.9812 28.1353 0.6 0.6 0.6
C 1.3005 -5.6656 18.2124 -0.6 -1.1 -0.6
C 2.2195 -6.1443 19.3071 0.4 -0.6 -0.1
C 2.5240 -4.9011 20.1083 0.7 1.2 1.3
C 3.2964 -5.0988 21.4497 -1.5 -0.5 -1.1
C 2.3433 -5.9613 22.2737 0.3 -0.5 -0.3
C 1.9763 -7.3180 21.5595 1.0 -0.8 0.4
N 1.4705 -7.0276 20.2242 -1.1 0.9 -0.1
O 0.7029 -8.0927 19.6057 1.5 0.5 0.4
C 3.2169 -8.3215 21.5563 -0.4 1.5 0.6
C 0.8736 -7.9082 22.4124 -1.1 -0.6 -0.1
C 3.4527 -6.8317 18.6104 -0.3 0.1 0.3
H 1.1347 -6.5350 17.5762 -0.2 0.1 -0.4
H 1.7447 -4.8693 17.6152 0.0 0.0 0.1
H 0.3204 -5.3912 18.6023 0.1 0.3 0.1
H 2.9859 -4.1505 19.4671 0.4 -0.1 -0.1
H 1.5762 -4.4485 20.4000 -0.3 -0.1 -0.2
H 3.3825 -4.1674 22.0094 0.7 0.1 -0.4
H 4.2266 -5.5890 21.1626 0.3 0.2 0.8
H 1.4444 -5.3855 22.4945 -0.5 0.1 -0.8
H 2.6442 -6.0688 23.3158 0.8 -0.9 -0.1
H 4.1192 -7.8136 21.2158 0.0 0.0 -0.2
H 3.4015 -8.5268 22.6107 0.1 -0.5 0.0
H 3.1029 -9.2259 20.9586 -0.4 0.1 0.2
H 0.4467 -8.8417 22.0455 0.4 -0.2 -0.3
H 1.1665 -8.1140 23.4419 0.3 0.3 0.0
H 0.0134 -7.2389 22.4182 0.0 0.3 0.2
H 4.3847 -6.7639 19.1715 -0.1 -0.2 0.2
H 3.6931 -6.4425 17.6211 -0.3 0.4 0.0
H 3.1885 -7.8742 18.4327 0.1 -0.1 0.2
H -0.1867 -7.7320 19.6136 -0.1 0.0 0.0
C 9.4515 4.8626 20.3429 0.2 1.6 -0.4
C 10.2448 6.0325 21.0998 0.1 -0.9 0.9
C 11.7168 5.8299 20.6954 1.1 2.7 -0.1
C 12.5806 7.1316 21.0847 -0.7 -0.5 0.3
C 11.8912 8.5251 20.8216 0.0 -1.7 0.5
C 10.4089 8.7218 21.2177 -0.9 -1.0 -1.4
N 9.7157 7.4571 20.8032 3.4 -1.7 -1.9
O 8.3714 7.4735 20.9570 -1.9 0.2 0.5
C 10.1649 8.9541 22.7151 0.8 0.4 -1.1
C 9.9284 9.9486 20.2932 -0.2 -1.1 0.8
C 10.1615 5.7543 22.6333 -0.2 0.3 0.2
H 8.4012 4.8158 20.6308 0.1 0.0 -0.1
H 9.8855 3.8636 20.3849 0.3 0.1 1.1
H 9.5606 5.0059 19.2679 -0.5 0.6 -0.2
H 12.1498 4.9419 21.1560 -0.2 0.1 0.3
H 11.8811 5.7050 19.6252 -0.5 0.0 -0.2
H 13.5358 7.1800 20.5619 -0.1 -0.3 -0.6
H 12.9711 7.0257 22.0968 -0.6 0.2 0.5
H 11.9241 8.6274 19.7369 0.2 0.5 0.1
H 12.4950 9.2428 21.3770 0.0 0.4 -0.5
H 9.1804 8.6070 23.0288 0.1 0.2 -0.1
H 10.9570 8.3713 23.1852 -0.2 0.3 0.6
H 10.2865 10.0312 22.8300 0.0 -0.1 0.8
H 8.8484 10.0960 20.2950 0.0 0.1 0.5
H 10.4379 10.8490 20.6365 -0.1 0.1 0.1
H 10.1519 9.8329 19.2327 0.4 -0.4 0.1
H 10.1264 4.7045 22.9246 -0.1 -0.2 -0.4
H 9.2891 6.2421 23.0681 -0.2 -0.1 -0.1
H 11.0208 6.1461 23.1776 0.1 0.2 -0.2
H 8.0757 7.2180 20.0801 -0.5 0.2 0.0
C 17.7231 -5.0138 26.8926 -0.4 0.8 -0.2
C 16.9940 -6.3403 26.5704 -0.7 0.3 -1.7
C 16.0781 -6.8268 27.7011 -0.6 1.0 0.8
C 14.7671 -6.0185 27.8714 0.3 1.2 -1.3
C 13.9875 -5.8694 26.5454 0.6 -1.1 0.8
C 14.8521 -5.4392 25.3635 -0.2 0.9 -0.7
N 16.0996 -6.2098 25.3405 0.8 -1.2 0.5
O 16.9182 -5.8673 24.1968 -0.6 0.5 0.7
C 14.0038 -5.8603 24.1454 0.5 0.1 -0.5
C 15.0674 -3.8919 25.3055 -0.9 -0.3 -0.7
C 18.0855 -7.3909 26.2250 -0.4 0.3 0.7
H 17.1189 -4.2586 27.3952 -0.3 -0.5 0.7
H 17.9155 -4.4154 26.0020 0.4 -0.7 -0.5
H 18.6711 -5.1225 27.4195 -0.1 -0.2 0.1
H 15.8274 -7.8873 27.6764 0.4 -0.1 -0.3
H 16.6056 -6.5747 28.6211 0.3 -0.6 0.2
H 15.0536 -4.9924 28.1020 0.2 0.2 0.4
H 14.1587 -6.3484 28.7134 0.0 -0.3 -0.2
H 13.1298 -5.1991 26.6021 0.1 0.1 0.2
H 13.6038 -6.8552 26.2826 -0.2 -0.1 0.0
H 13.7857 -6.9275 24.1858 0.2 -0.1 0.0
H 13.0418 -5.3505 24.0946 0.0 0.2 0.3
H 14.5322 -5.6410 23.2176 0.0 0.0 -0.1
H 14.1739 -3.4038 24.9166 -0.6 -0.2 0.4
H 15.2526 -3.4165 26.2688 0.6 -0.1 -0.2
H 15.7182 -3.6282 24.4718 0.9 -0.1 0.6
H 18.8382 -6.9602 25.5648 0.0 0.0 0.1
H 17.7247 -8.3310 25.8076 -0.4 0.2 -0.1
H 18.5480 -7.6564 27.1756 0.3 0.0 0.0
H 17.2103 -6.7205 23.8677 -0.2 -0.2 -0.1
C 5.7272 -3.7486 12.3814 -0.4 -0.1 -1.2
C 5.5963 -4.7056 13.5354 1.5 0.2 -0.7
C 6.5367 -5.9254 13.2677 -1.6 -1.1 0.7
O 6.0470 -4.0985 14.7108 0.0 0.4 1.1
H 5.3524 -2.7373 12.5394 -0.1 -0.1 0.3
H 5.1450 -4.1864 11.5705 -0.1 0.1 -0.3
H 6.7442 -3.6978 11.9927 0.2 0.1 0.2
H 4.5364 -4.8968 13.7031 0.1 -0.6 0.0
H 6.0879 -6.7833 13.7687 -0.1 -0.2 0.1
H 7.4860 -5.8488 13.7978 0.2 0.6 -0.4
H 6.6563 -6.2652 12.2390 0.1 0.5 -0.1
H 6.9755 -3.9137 14.5516 0.3 0.3 0.3
C 8.8881 -9.9408 16.1192 1.2 0.3 -1.1
C 8.8300 -9.9670 17.6076 0.1 -0.2 1.5
C 7.5841 -10.5799 18.1953 -0.9 -0.7 0.0
O 10.0993 -10.4663 18.1229 -0.6 0.1 -0.3
H 9.3877 -10.7871 15.6479 -0.1 -0.4 0.4
H 9.6039 -9.1319 15.9728 -0.2 0.2 -0.8
H 7.9738 -9.7850 15.5466 -0.1 0.3 0.4
H 8.8284 -8.9375 17.9658 -0.1 0.2 -0.1
H 7.3994 -10.3896 19.2525 0.4 0.2 0.0
H 7.4475 -11.6532 18.0627 0.6 -0.3 -0.1
H 6.7189 -10.1938 17.6564 0.0 0.4 0.0
H 9.9734 -11.2827 18.6121 -0.2 0.0 0.0
C 10.3343 0.1164 15.0558 -2.0 0.5 -0.3
C 8.8842 -0.4423 14.9529 -0.1 0.6 -0.1
C 7.8445 0.3691 14.1000 1.4 1.7 1.5
O 8.9058 -1.6420 14.2630 -0.2 -1.9 -0.9
H 10.0606 1.1713 15.0356 1.2 0.4 0.3
H 10.9051 -0.1609 14.1696 0.0 0.1 0.1
H 10.8310 -0.1969 15.9741 0.0 0.2 -0.1
H 8.4844 -0.6405 15.9473 -0.1 0.3 0.2
H 6.8109 0.0658 14.2668 0.2 -0.4 -0.3
H 8.1949 0.3797 13.0679 -0.3 -0.4 -0.3
H 7.8957 1.4282 14.3527 -0.2 0.2 0.2
H 8.3470 -1.3715 13.5308 0.2 -1.4 -0.5
C 8.3865 -2.8685 21.8954 0.4 -0.8 -0.3
C 9.4233 -2.6899 20.6922 -1.9 -1.8 1.3
C 9.0159 -3.3434 19.3211 -0.1 0.5 0.8
O 9.5807 -1.3226 20.7004 1.2 1.4 -1.1
H 8.0684 -3.8875 22.1158 -0.4 -0.1 -0.6
H 7.5602 -2.1692 21.7677 -0.5 -0.4 -0.6
H 8.7193 -2.5556 22.8851 1.1 0.3 -0.2
H 10.3526 -3.2067 20.9319 0.3 0.6 0.3
H 9.6025 -2.9194 18.5061 0.2 0.1 0.1
H 7.9655 -3.2179 19.0582 -0.1 0.1 0.1
H 9.2283 -4.4120 19.3549 -0.1 0.0 0.1
H 8.7296 -0.9434 20.4695 -0.1 0.3 0.0
C 9.4432 -9.0473 23.0018 0.5 1.5 -0.3
C 9.4227 -10.4328 23.5564 -2.5 0.0 1.4
C 8.0530 -10.7575 24.3066 0.8 0.8 0.0
O 9.5062 -11.2866 22.4731 0.8 -0.9 -1.6
H 9.8220 -8.3276 23.7274 -0.1 0.0 0.3
H 8.5157 -8.6266 22.6134 -0.2 -0.4 0.0
H 10.1787 -9.0011 22.1987 0.0 -0.2 -0.2
H 10.2835 -10.4348 24.2251 0.1 -0.9 0.2
H 7.9749 -10.3666 25.3211 0.3 0.2 0.0
H 7.8260 -11.8178 24.4178 0.3 -0.2 -0.3
H 7.2409 -10.2843 23.7547 0.0 -0.1 -0.2
H 9.0892 -12.1452 22.5758 0.0 0.2 0.5
C 16.1642 1.5237 19.0650 -1.3 1.0 0.7
C 15.3446 0.8459 20.2151 1.7 -0.7 -1.0
C 14.4927 -0.3107 19.7176 -0.9 0.7 0.3
O 16.3478 0.3130 21.0384 0.9 -0.6 1.2
H 15.4508 2.1697 18.5531 0.4 0.2 -0.5
H 16.7137 0.9034 18.3569 -0.7 -0.7 0.0
H 16.9668 2.1146 19.5064 -0.3 0.4 0.2
H 14.8292 1.5471 20.8715 -0.3 0.3 -0.6
H 15.1358 -1.1555 19.4707 -0.1 0.2 -0.5
H 13.8504 0.0749 18.9259 0.1 -0.5 -0.5
H 13.7932 -0.6749 20.4701 0.1 0.1 0.3
H 17.0660 0.1286 20.4287 0.3 -0.3 0.4
C 12.9497 -5.4050 14.9536 -2.1 -1.2 -2.2
C 13.9717 -5.0822 15.9507 -0.1 -0.3 0.7
C 13.5284 -5.2663 17.3818 -0.9 -0.1 0.1
O 15.0634 -5.9363 15.7220 1.9 0.5 -0.3
H 13.3515 -5.6067 13.9607 0.6 1.1 -0.2
H 12.0850 -4.7514 14.8391 0.2 0.4 0.2
H 12.4964 -6.3953 14.9971 -0.2 -0.4 1.3
H 14.2563 -4.0427 15.7877 0.7 -0.1 0.0
H 14.2721 -4.9246 18.1017 0.0 -0.3 -0.1
H 13.2763 -6.3225 17.4769 0.4 -0.2 0.4
H 12.5713 -4.7902 17.5946 0.0 0.5 0.0
H 14.8616 -6.8748 15.7163 -0.6 0.1 0.2
C 7.7298 -5.6356 27.5231 -0.6 0.0 1.6
C 7.3277 -5.1097 28.9211 -0.2 1.4 0.8
C 8.0702 -5.7905 30.0754 -0.5 0.0 -1.2
O 7.5853 -3.7084 28.9338 0.9 1.0 -0.6
H 8.7357 -5.2663 27.3233 0.0 -0.2 -0.1
H 7.0460 -5.3245 26.7334 0.1 0.0 0.1
H 7.7185 -6.7172 27.6573 0.1 -0.1 -0.6
H 6.2746 -5.0608 29.1981 -0.5 -1.4 -0.7
H 7.6555 -5.5294 31.0490 0.0 0.1 -0.1
H 9.1135 -5.4838 30.0009 0.1 -0.5 0.2
H 7.8820 -6.8447 29.8719 0.6 -0.3 0.6
H 7.6212 -3.3670 29.8303 -0.1 -0.2 0.1
C 4.9374 0.9711 21.6808 -0.4 0.6 0.2
C 4.5467 0.3327 20.3517 0.6 1.8 0.3
C 3.7758 1.3778 19.5229 -1.2 -1.4 0.5
O 5.7796 0.2143 19.7313 2.2 -1.5 -1.0
H 5.1236 0.3201 22.5350 -0.2 -0.2 -0.2
H 4.1876 1.7282 21.9106 0.0 -0.1 0.5
H 5.8708 1.4906 21.4639 0.0 0.2 0.2
H 4.0733 -0.6366 20.5081 -0.4 0.1 -0.4
H 4.0552 2.4103 19.7327 0.0 -0.2 0.3
H 2.7613 1.1213 19.8279 -0.6 1.0 -0.3
H 3.8385 1.2270 18.4452 0.2 -0.3 0.1
H 5.7492 -0.4562 19.0449 0.0 0.0 -0.2
```
Forces are in eV/Å.

The calculation puts the HOMO-LUMO gap at 7.91 eV. Its LUMO energy is 0.14 eV. The calculation puts the electronic energy at -100296.521 eV. For the energy above the lowest of the compared OMol25 structures with the same formula, charge and spin, the calculation gives 873.74 kJ/mol.

***

(2)
This record from the Open Molecules 2025 dataset describes C2H13N3Si3 as an isolated structure at a distorted geometry. The level of theory is ωB97M-V with the def2-TZVPD basis set.

```
21
Properties=species:S:1:pos:R:3:forces:R:3
C 2.2516 -1.1608 0.1378 2.0 -1.5 -2.3
C 2.4193 -0.2137 1.2571 2.4 -0.7 1.1
N 1.6715 -0.3758 -0.9499 -3.5 1.3 0.5
N 1.1517 0.3416 1.5612 -2.6 1.4 2.0
N -1.3545 0.2359 0.1008 -0.2 0.6 0.5
Si 0.2193 0.8948 0.1680 3.6 -3.3 -1.6
Si -2.0352 -0.1540 -1.4642 1.3 0.1 0.2
Si -2.2554 0.0967 1.5662 -0.2 0.8 -0.4
H 3.2811 -1.4854 -0.3193 -1.4 0.2 1.3
H 1.7137 -2.0549 0.4319 -0.4 -0.3 0.0
H 3.0014 -0.5896 2.1748 -1.2 0.3 -1.2
H 3.0892 0.4751 0.7839 0.5 1.2 0.2
H 1.1185 -0.9963 -1.6033 0.8 1.0 1.0
H 0.9077 0.3078 2.5888 0.2 0.4 -2.1
H 0.2915 2.2548 -0.4403 0.1 -0.3 0.5
H -0.9915 0.4288 -2.2465 0.6 0.6 -1.0
H -3.2972 0.4474 -1.9351 -0.2 -0.3 0.5
H -1.7518 -1.5715 -1.7239 -0.8 -0.4 0.1
H -2.3810 -1.3151 1.8148 0.0 -0.6 0.8
H -1.8634 1.0567 2.6776 0.2 -0.7 -0.4
H -3.5175 0.5963 1.0775 -1.1 0.1 0.2
```
Forces are in eV/Å.

The calculation puts the HOMO-LUMO gap at 8.79 eV. Its LUMO energy is 0.69 eV. The calculation puts the electronic energy at -30387.816 eV. For the energy above the lowest of the compared OMol25 structures with the same formula, charge and spin, the calculation gives 144.60 kJ/mol.